Record 1
The following is a DFT calculation (ωB97M-V with the def2-TZVPD basis set) of C18H10Cl2MoN4O6S as an isolated structure.

The HOMO energy (alpha / beta) is -8.26 / -8.25 eV. The value obtained for the largest force on an atom is 0.6 eV/A. As for the electronic energy: -74811.43634 eV.

```
! wB97M-V def2-TZVPD RIJCOSX def2/J DEFGRID3
* xyz 0 1
Mo 0.180 -0.500 0.048
Cl -3.474 5.536 0.303
C -2.168 4.400 0.270
C -2.466 3.067 0.089
C -1.431 2.128 0.060
N -1.545 0.740 -0.035
C -2.801 0.195 -0.198
O -3.836 0.787 -0.423
C -2.837 -1.275 0.045
C -4.029 -1.964 -0.017
C -4.022 -3.315 0.275
C -2.821 -3.911 0.627
C -1.668 -3.152 0.644
N -1.670 -1.845 0.354
C -0.113 2.545 0.182
C 0.178 3.895 0.387
C -0.850 4.813 0.431
Cl -0.451 6.480 0.684
N 0.811 1.470 0.114
C 2.165 1.808 -0.056
O 2.609 2.915 -0.236
C 3.083 0.650 0.047
C 4.447 0.830 0.003
C 5.255 -0.281 0.164
C 4.649 -1.506 0.372
C 3.269 -1.597 0.372
N 2.482 -0.527 0.203
H -3.492 2.772 -0.020
H -4.920 -1.415 -0.288
H -4.934 -3.896 0.229
H -2.756 -4.962 0.869
H -0.716 -3.599 0.874
H 1.183 4.248 0.510
H 4.826 1.830 -0.151
H 6.333 -0.193 0.131
H 5.225 -2.409 0.515
H 2.783 -2.549 0.493
O -0.047 -1.205 -1.872
S 0.742 -2.517 -1.682
O -0.039 -3.653 -2.047
O 0.790 -2.412 -0.084
O 2.078 -2.426 -2.184
*
```

=====

Record 2
The following is a DFT calculation (ωB97M-V with the def2-TZVPD basis set) of an isolated ion of composition C4H7BrNS and charge +1 in a non-equilibrium geometry.

The HOMO energy (alpha / beta) is -13.25 / -13.25 eV. The value obtained for the largest force on an atom is 3.8 eV/A. As for the electronic energy: -86619.44045 eV.

```
! wB97M-V def2-TZVPD RIJCOSX def2/J DEFGRID3
* xyz 1 1
C -0.616 2.014 0.049
C -1.138 0.744 0.084
C 2.174 2.022 -0.513
C -1.243 -1.777 0.263
N -0.574 -0.469 0.232
S 0.937 2.777 0.236
Br -2.997 0.680 0.096
H -1.448 2.857 -0.015
H 1.976 1.276 -1.175
H 3.115 2.308 -0.139
H -0.607 -2.419 0.695
H -2.058 -1.576 0.833
H -1.604 -2.268 -0.605
H 0.385 -0.393 -0.013
*
```

=====

Record 3
The following is a DFT calculation (ωB97M-V with the def2-TZVPD basis set) of one molecule with the formula C13H22FN in a non-equilibrium geometry.

The HOMO energy is -9.78 eV. The value obtained for the largest force on an atom is 5.1 eV/A. As for the electronic energy: -18043.33931 eV.

```
! wB97M-V def2-TZVPD RIJCOSX def2/J DEFGRID3
* xyz 0 1
C 2.042 -2.485 -1.038
C 2.358 -1.234 -1.002
C 2.172 -0.227 0.153
N 3.394 0.470 0.391
F 1.897 -1.023 1.348
C 0.961 0.729 -0.003
C 1.255 1.525 -1.231
C 0.991 1.696 1.118
C -0.489 0.074 -0.218
C -1.538 0.947 -0.819
C -2.839 0.431 -0.096
C -3.062 -1.028 -0.444
C -2.073 -1.664 0.513
C -1.252 -0.516 1.083
C -2.426 0.437 1.288
H 2.251 -3.065 -2.013
H 1.436 -3.054 -0.272
H 3.167 -0.818 -1.725
H 3.424 0.986 1.232
H 4.202 -0.094 0.477
H 2.123 2.179 -1.034
H 0.472 2.185 -1.522
H 1.542 0.979 -2.122
H 1.927 2.301 1.079
H 0.311 2.493 1.106
H 1.319 1.323 2.020
H -0.233 -0.786 -0.795
H -1.688 0.870 -1.904
H -1.407 2.005 -0.625
H -3.726 1.102 -0.220
H -2.700 -1.325 -1.411
H -4.032 -1.391 -0.317
H -2.531 -2.114 1.406
H -1.587 -2.566 0.028
H -0.557 -0.828 1.809
H -2.028 1.459 1.702
H -3.076 0.029 2.056
*
```

=====

Record 4
The following is a DFT calculation (ωB97M-V with the def2-TZVPD basis set) of a 2-piece molecular cluster, C9H13NO overall in a non-equilibrium geometry.

The HOMO energy (alpha / beta) is 1.25 / -3.36 eV. As for the expectation value of S²: 0.76. The value obtained for the largest force on an atom is 6.5 eV/A. As for the electronic energy: -13078.61195 eV.

```
! wB97M-V def2-TZVPD RIJCOSX def2/J DEFGRID3
* xyz -1 2
C 2.710 2.277 0.270
C 3.348 1.063 -0.308
O 3.617 0.101 0.363
N 3.314 1.061 -1.663
H 1.628 2.355 0.000
H 3.156 3.346 0.247
H 3.682 0.383 -2.136
H 3.026 1.845 -2.165
H 2.763 2.360 1.316
C -2.860 -1.119 2.182
C -0.170 -0.608 -0.342
C -0.788 -0.786 0.897
C -0.896 -0.758 -1.498
C -2.153 -1.179 0.853
C -2.225 -1.154 -1.472
C -2.850 -1.444 -0.357
H 0.848 -0.161 -0.270
H -0.174 -0.487 1.826
H -0.399 -0.611 -2.383
H -2.787 -1.270 -2.450
H -2.558 -0.091 2.678
H -2.448 -1.843 2.851
H -3.783 -1.945 -0.530
H -4.001 -1.337 2.089
*
```

=====

Record 5
The following is a DFT calculation (ωB97M-V with the def2-TZVPD basis set) of a 6-piece molecular cluster, C17H41N3O8S2 overall in a non-equilibrium geometry.

The HOMO energy is -14.06 eV. The value obtained for the largest force on an atom is 11.3 eV/A. As for the electronic energy: -60785.77667 eV.

```
! wB97M-V def2-TZVPD RIJCOSX def2/J DEFGRID3
* xyz 2 1
C 16.208 29.814 11.796
C 15.734 31.229 12.364
O 16.452 32.123 12.298
N 14.333 31.170 12.910
H 13.666 31.072 11.984
H 14.044 30.286 13.304
C 13.743 32.284 13.586
H 16.154 29.939 10.713
H 15.704 29.050 12.338
H 17.173 29.668 12.136
H 13.089 31.833 14.117
H 13.586 32.954 12.810
H 14.488 32.829 14.265
C 15.812 25.657 16.576
C 14.923 26.851 16.347
O 13.974 27.191 17.113
N 15.312 27.770 15.209
H 16.002 27.427 14.478
H 14.578 28.039 14.719
C 16.079 29.004 15.554
H 16.545 25.691 15.908
H 15.166 24.880 16.535
H 16.151 25.687 17.683
H 15.535 29.541 16.184
H 16.284 29.587 14.778
H 17.057 28.533 15.909
C 10.143 29.223 12.038
C 11.188 28.016 11.802
O 10.755 26.869 12.048
N 12.543 28.298 11.372
H 12.694 29.235 11.050
H 12.859 28.654 12.220
C 13.218 27.180 10.650
H 10.126 29.521 13.202
H 9.063 29.318 11.467
H 10.696 30.174 11.714
H 12.808 27.032 9.614
H 13.260 26.251 11.217
H 14.304 27.651 10.189
O 13.297 28.948 13.756
H 12.732 29.021 14.385
C 11.896 29.561 18.338
C 11.826 30.520 19.600
C 12.780 31.575 19.472
S 12.577 32.051 17.758
O 13.807 32.599 17.234
O 11.358 32.667 17.635
C 12.423 30.441 17.104
H 11.033 29.001 18.143
H 12.677 28.745 18.545
H 11.779 29.661 20.320
H 10.931 31.060 19.606
H 13.993 31.396 19.604
H 12.310 32.375 19.854
H 13.242 29.978 16.754
H 11.609 30.526 16.403
C 11.994 24.233 15.095
C 11.455 25.592 15.134
C 10.057 25.510 15.081
S 9.767 24.084 14.046
O 9.329 24.423 12.810
O 9.008 23.089 14.864
C 11.428 23.571 13.934
H 11.858 23.467 15.954
H 13.016 24.224 14.970
H 11.960 26.330 14.391
H 11.564 26.045 16.049
H 9.659 26.157 14.411
H 9.637 25.327 15.854
H 11.821 24.161 12.993
H 11.673 22.620 13.711
*
```

=====

Record 6
The following is a DFT calculation (ωB97M-V with the def2-TZVPD basis set) of C16H20CoN3S4Sb as an isolated structure in a non-equilibrium geometry.

The HOMO energy (alpha / beta) is -1.22 / -1.19 eV. As for the expectation value of S²: 0.76. The value obtained for the largest force on an atom is 1.9 eV/A. As for the electronic energy: -108895.95077 eV.

```
! wB97M-V def2-TZVPD RIJCOSX def2/J DEFGRID3
* xyz -2 2
Co 0.475 -0.777 0.904
C 0.154 1.837 2.503
N -0.716 0.772 1.996
C -1.335 0.046 3.115
C -1.719 1.282 1.089
C -2.654 2.199 1.519
C -3.672 2.647 0.682
C -3.759 2.094 -0.584
C -2.817 1.181 -1.035
C -1.697 0.812 -0.255
N -0.594 0.091 -0.620
C -0.114 -0.086 -1.887
C -0.768 0.134 -3.123
C -0.092 0.103 -4.333
C 1.258 -0.193 -4.391
C 1.905 -0.516 -3.202
C 1.245 -0.498 -1.991
N 1.931 -0.886 -0.777
C 3.090 -0.026 -0.511
C 2.350 -2.295 -0.836
H -0.371 2.494 3.212
H 0.519 2.435 1.666
H 1.003 1.382 3.011
H -1.944 0.715 3.742
H -0.555 -0.399 3.734
H -1.957 -0.758 2.728
H -2.614 2.565 2.539
H -4.390 3.382 1.024
H -4.582 2.366 -1.237
H -2.998 0.717 -1.986
H -1.826 0.305 -3.160
H -0.643 0.304 -5.246
H 1.794 -0.195 -5.333
H 2.950 -0.801 -3.236
H 3.917 -0.225 -1.207
H 3.435 -0.208 0.507
H 2.792 1.019 -0.603
H 3.086 -2.463 -1.637
H 1.479 -2.925 -1.005
H 2.796 -2.587 0.117
S 2.669 -4.767 2.322
Sb 1.159 -3.139 2.925
S -0.509 -2.822 1.217
S 2.106 -0.971 2.629
S 0.215 -3.348 5.013
*
```

=====

Record 7
The following is a DFT calculation (ωB97M-V with the def2-TZVPD basis set) of a 2-piece molecular cluster, C4H5N3 overall in a non-equilibrium geometry.

The HOMO energy is -9.61 eV. The value obtained for the largest force on an atom is 1.0 eV/A. As for the electronic energy: -8696.32778 eV.

```
! wB97M-V def2-TZVPD RIJCOSX def2/J DEFGRID3
* xyz 0 1
N 2.127 -0.801 -2.031
C 1.768 -0.369 -1.017
C 1.352 0.156 0.233
C 1.444 1.425 0.530
N 1.292 2.575 0.913
H 0.869 -0.428 1.007
H 0.345 2.781 0.575
C -2.168 -0.935 0.138
N -0.935 -1.213 0.148
H -2.774 -1.080 -0.752
H -2.690 -0.611 1.047
H -0.630 -1.500 -0.790
*
```

=====

Record 8
The following is a DFT calculation (ωB97M-V with the def2-TZVPD basis set) of a 2-piece molecular cluster, C5H13NO2 overall in a non-equilibrium geometry.

The HOMO energy is -9.27 eV. The value obtained for the largest force on an atom is 3.2 eV/A. As for the electronic energy: -10979.38867 eV.

```
! wB97M-V def2-TZVPD RIJCOSX def2/J DEFGRID3
* xyz 0 1
C 2.022 -0.806 0.473
C 0.692 -0.072 0.463
C 0.511 0.589 -1.126
O 0.745 0.941 1.391
C -0.485 -1.019 0.743
N -0.601 -2.063 -0.263
H 1.962 -1.696 -0.148
H 2.250 -1.105 1.496
H 2.816 -0.152 0.122
H 1.219 1.414 -1.190
H 0.871 -0.245 -1.724
H -0.445 0.774 -1.612
H -0.096 1.477 1.347
H -0.283 -1.497 1.708
H -1.396 -0.413 0.875
H -1.258 -2.773 0.041
H -0.937 -1.682 -1.141
C -1.894 2.077 -0.379
O -1.526 2.284 0.761
H -2.510 1.203 -0.638
H -1.657 2.764 -1.200
*
```